[1]
This record from the OMol25 dataset describes a gas-phase ion, C6H10N (charge +1). The level of theory is wB97M-V/def2-TZVPD.

Computed properties:
LUMO (spin up / spin down) (eV): -3.92 / -6.49
Total charge: +1
Total energy (eV): -7859.19736
Energy relative to the best compared isomer or geometry (same formula, charge and spin) (kcal/mol): 118.4
HOMO level (spin up / spin down) (Eh): -0.348 / -0.527
Multiplicity: 3

Cartesian coordinates (Å):
C (1.21044, -0.07849, -0.01532)
C (2.43995, -0.40206, 0.31551)
C (-0.30843, 1.80195, -0.24173)
C (-1.01251, 0.79388, 0.72780)
C (0.34346, 0.62151, -0.94631)
C (-0.30715, -0.31308, -0.00844)
N (-0.76801, -1.70519, -0.19145)
H (2.47619, -1.24048, 1.01167)
H (3.27614, 0.18451, -0.09725)
H (-1.04756, 2.26453, -0.86918)
H (0.33373, 2.64327, 0.04863)
H (-0.61664, 0.81676, 1.68235)
H (-2.12479, 0.80622, 0.93941)
H (0.39002, 0.54694, -2.08444)
H (-1.76096, -1.68369, 0.22439)
H (-0.08215, -2.32094, 0.39778)
H (-0.80121, -1.81707, -1.19337)

These are the natural (NBO) partial charges, in e, on atoms 1 to 2:
1. C 0.05
2. C -0.32


[2]
This record from the OMol25 dataset describes 10 unconnected molecules or ions with the total composition C22H38ClO25. The level of theory is wB97M-V/def2-TZVPD.

Computed properties:
LUMO (spin up / spin down) (eV): -1.56 / -8.06
Total charge: 0
Total energy (eV): -87125.81407
HOMO level (spin up / spin down) (Eh): -0.375 / -0.375
Multiplicity: 2

Cartesian coordinates (Å):
Cl (-0.50829, -0.38877, -0.29216)
O (-0.75289, 0.65441, 0.63963)
O (0.25282, -1.44888, 0.34077)
O (-1.76052, -0.79747, -0.77316)
O (0.32099, 0.03881, -1.33983)
C (-3.06345, 0.44437, -4.14876)
C (-2.24200, -0.73331, -4.64287)
O (-1.86714, -0.30745, -5.91784)
C (-2.17139, 0.97035, -6.16271)
O (-1.93007, 1.64242, -7.15506)
O (-2.83240, 1.44810, -5.15522)
H (-2.75780, 0.71645, -3.13849)
H (-4.07337, 0.05035, -4.03519)
H (-2.81861, -1.65766, -4.60795)
H (-1.30653, -0.78987, -4.08627)
C (2.58787, 1.55078, 1.56097)
C (3.27557, 0.30664, 1.99561)
O (3.39831, 0.47483, 3.41432)
C (3.01026, 1.69995, 3.76866)
O (3.09375, 2.22725, 4.85631)
O (2.38944, 2.27585, 2.72857)
H (1.71960, 1.29388, 0.95417)
H (3.25503, 2.17832, 0.97006)
H (4.29751, 0.23039, 1.62421)
H (2.67005, -0.52485, 1.63496)
C (1.69429, -3.23985, -2.62767)
C (0.31476, -3.42301, -3.20489)
O (0.34272, -3.12075, -4.58216)
C (1.57625, -2.73231, -4.90871)
O (1.94665, -2.21447, -5.95912)
O (2.39486, -2.84715, -3.82029)
H (1.98362, -4.17996, -2.15799)
H (1.64862, -2.47937, -1.84813)
H (-0.39254, -2.70812, -2.78446)
H (-0.07898, -4.42938, -3.06242)
C (-0.60580, 2.61277, 3.62595)
C (-0.34845, 2.98940, 5.07409)
O (-1.37517, 2.34180, 5.83379)
C (-2.26771, 1.89811, 5.01110)
O (-3.17714, 1.19537, 5.42848)
O (-1.93148, 2.18866, 3.73711)
H (0.04938, 1.83738, 3.22894)
H (-0.64054, 3.53127, 3.04007)
H (-0.56077, 4.05545, 5.15504)
H (0.70607, 2.76976, 5.24096)
C (0.56756, 4.28252, -0.22410)
C (2.06664, 4.49460, -0.36594)
O (2.36858, 5.04664, 0.86971)
C (1.40188, 5.24139, 1.66336)
O (1.45002, 5.71957, 2.77906)
O (0.26708, 4.84883, 1.03085)
H (0.38907, 3.20855, -0.27715)
H (0.02565, 4.80125, -1.01489)
H (2.38362, 5.08211, -1.22758)
H (2.58451, 3.53627, -0.40467)
C (-0.44239, -2.09509, 4.79112)
C (0.10687, -0.99099, 3.84292)
O (0.68062, -0.09405, 4.76970)
C (0.49895, -0.46623, 6.04160)
O (0.72092, 0.20931, 7.00364)
O (-0.13797, -1.67922, 6.05540)
H (-0.04926, -3.06332, 4.48115)
H (-1.50925, -2.02413, 4.57938)
H (-0.61610, -0.61186, 3.12066)
H (0.88898, -1.45857, 3.24478)
O (-2.65264, -1.99048, 2.20016)
H (-3.40377, -1.41744, 2.04631)
H (-2.00233, -1.71206, 1.55534)
C (3.96719, 0.05477, -2.77149)
C (3.73309, 0.23912, -1.21584)
O (3.32744, -0.97728, -0.70715)
H (4.74858, -0.66438, -3.01719)
H (4.06583, 0.93842, -3.40199)
H (3.10162, -0.45717, -3.19198)
H (2.89928, 0.94041, -1.18319)
H (4.59642, 0.64172, -0.68605)
H (2.37599, -0.91729, -0.59430)
C (-4.82011, -4.58277, -3.25429)
C (-4.77916, -3.43414, -2.26147)
O (-3.51943, -3.23507, -1.75585)
H (-5.71842, -4.52534, -3.86898)
H (-4.73742, -5.53211, -2.72512)
H (-4.01640, -4.41960, -3.97228)
H (-5.59008, -3.50836, -1.53690)
H (-5.14130, -2.52289, -2.73748)
H (-3.54576, -2.50614, -1.13169)

These are the Mulliken partial charges, in e, on atoms 1 to 2:
1. Cl 1.48
2. O -0.56